1.
Formula: C4H35N3O11
Source: the OMol25 dataset
Level of theory: the ωB97M-V functional and the def2-TZVPD basis

Its energy above the lowest of the compared OMol25 structures with the same formula, charge and spin is 1.3 kcal per mole. The total charge is +2. The HOMO energy comes out at -15.9 eV. The HOMO-LUMO gap comes out at 10.9 eV. The calculation puts the largest force on an atom at 0.060 Eh/bohr.

Each line ends with the Mulliken charge.
CARTESIAN COORDINATES (ANGSTROEM)
C: 0.87814 2.66896 1.10548  -0.767
C: 0.73661 1.42994 2.01830  -1.015
C: 0.43703 0.14672 1.30205  -0.583
N: 1.05450 -2.58846 0.36460  -0.268
C: 1.90862 -1.57882 0.20551  -0.275
N: 1.58785 -0.32868 0.50068  0.374
N: -0.40251 3.45818 0.82836  0.039
H: 1.62143 3.28470 1.64949  0.361
H: 1.28856 2.43440 0.12967  0.530
H: 1.68462 1.31980 2.55363  0.369
H: -0.12921 1.49627 2.68957  0.429
H: -0.47658 0.10586 0.63705  0.536
H: 0.06592 -0.60771 2.08322  0.345
H: 1.16866 -3.45538 -0.13785  0.290
H: 0.06316 -2.50252 0.50386  0.127
H: 2.95596 -1.67078 -0.08025  0.618
H: 2.37234 0.31163 0.38579  0.273
H: -0.30555 4.14496 0.08617  0.449
H: -0.91872 3.75148 1.64363  0.386
H: -1.02218 2.80466 0.30979  -0.002
H: 3.99752 -2.61941 2.37349  0.271
H: 3.14954 -3.79408 2.12123  0.257
O: 3.24714 -2.87964 1.81768  -0.530
H: -3.23130 2.71640 -2.94514  0.300
H: -2.25890 1.72807 -3.48730  0.298
O: -2.78934 1.89241 -2.69372  -0.633
H: -2.15615 -2.69132 0.06057  0.334
H: -1.64179 -3.95966 -0.58757  0.293
O: -1.54025 -2.99937 -0.63294  -0.636
H: -3.30557 -0.45730 0.89252  0.221
H: -2.84167 -1.33735 2.03223  0.386
O: -2.62382 -1.10960 1.09705  -0.649
H: 4.60652 1.76663 -0.37979  0.278
H: 3.89504 1.06167 -1.56377  0.310
O: 3.99986 1.05420 -0.60373  -0.597
H: -2.77571 1.73091 -0.53839  0.288
H: -3.53185 2.69146 0.40513  0.300
O: -2.82659 2.03198 0.38618  -0.677
H: -2.88831 -2.19733 4.27768  0.329
H: -3.54440 -0.82459 4.13802  0.331
O: -3.39260 -1.65349 3.66085  -0.685
H: 0.06480 0.84251 -1.27488  0.127
H: -1.03177 1.63674 -2.03950  0.275
O: -0.36862 1.69740 -1.32801  -0.440
H: 2.46764 0.66191 -3.53909  0.269
H: 1.65402 0.06655 -2.36967  0.401
O: 2.12344 0.86427 -2.66133  -0.639
H: 0.38884 -2.12088 -2.50131  0.225
H: 1.98746 -1.97761 -2.68316  0.289
O: 1.21525 -1.78710 -2.12623  -0.542
H: -2.07518 -1.59538 -3.24650  0.303
H: -1.25361 -1.83075 -2.02971  0.344
O: -1.28829 -1.23346 -2.80962  -0.620

=====

2.
Formula: C3H8O2SSi
Source: the OMol25 dataset
Level of theory: the ωB97M-V functional and the def2-TZVPD basis

Its energy above the lowest of the compared OMol25 structures with the same formula, charge and spin is 76.6 kcal per mole. The total charge is 0. The HOMO energy comes out at -8.3 eV. The HOMO-LUMO gap comes out at 8.6 eV. The calculation puts the largest force on an atom at 0.104 Eh/bohr.

Each line ends with the Mulliken charge.
CARTESIAN COORDINATES (ANGSTROEM)
C: -0.15640 -0.58667 0.61851  -0.056
C: -1.37622 1.07311 -1.75999  -0.916
C: 0.09611 -2.00510 0.98151  -1.121
O: 1.25142 1.31448 0.00141  -0.411
O: 2.09277 0.38407 2.15523  -0.549
Si: 0.14369 0.27106 -0.99447  0.502
S: 0.96593 0.57596 1.29719  0.730
H: 0.14853 1.61598 1.87154  0.127
H: -0.93243 1.75750 -2.55440  0.244
H: -2.05476 0.36787 -2.04927  0.369
H: -1.80521 1.79616 -0.97341  0.260
H: -0.77856 -2.55948 0.77853  0.372
H: 0.95062 -2.39899 0.53055  0.329
H: 0.26158 -1.89308 2.06103  0.305
H: 1.19293 0.28715 -1.96397  -0.186

=====

3.
Formula: C28H46Br12NO
Source: the OMol25 dataset
Level of theory: the ωB97M-V functional and the def2-TZVPD basis

The total charge is +1. The HOMO energy comes out at -11.0 eV. The HOMO-LUMO gap comes out at 7.0 eV. The calculation puts the largest force on an atom at 0.053 Eh/bohr.

Each line ends with the Mulliken charge.
CARTESIAN COORDINATES (ANGSTROEM)
C: -3.03709 1.74610 -3.94777  -0.911
O: -2.78447 0.41433 -4.31805  -0.250
C: -1.41735 0.13500 -4.46494  -0.398
C: -1.19907 -1.09244 -5.31186  -0.847
C: -1.67200 -2.38925 -4.63812  -0.531
C: -0.61289 -3.11469 -3.77330  -0.210
C: -0.91699 -2.87210 -2.29442  -0.132
C: 0.04994 -3.51312 -1.27012  -1.714
C: 1.44129 -3.76831 -1.76848  0.512
C: 1.89734 -5.04058 -1.99855  -0.710
C: 3.20219 -5.29768 -2.43682  -0.841
C: 4.10305 -4.28764 -2.65971  -1.002
C: 3.68605 -2.97408 -2.42322  0.891
C: 4.56767 -1.87761 -2.64135  -0.573
C: 4.12095 -0.62083 -2.46008  -0.910
N: 2.82410 -0.39930 -2.10099  0.246
C: 1.98373 -1.37732 -1.84601  -1.397
C: 2.36010 -2.71503 -1.99051  1.511
H: -2.79299 1.94506 -2.89880  0.333
H: -4.10665 1.91356 -4.06026  0.251
H: -2.52517 2.48747 -4.56718  0.398
H: -0.89153 0.99591 -4.89446  0.554
H: -0.96978 -0.02619 -3.46914  0.068
H: -1.71180 -0.98498 -6.26713  0.303
H: -0.12928 -1.14154 -5.53506  0.440
H: -2.48476 -2.11666 -3.95930  0.074
H: -2.11848 -3.05423 -5.37308  0.471
H: 0.37193 -2.75365 -4.07622  0.172
H: -0.67803 -4.17968 -3.99505  0.313
H: -1.01622 -1.80264 -2.10526  -0.105
H: -1.89781 -3.31103 -2.11822  0.466
H: -0.35109 -4.44300 -0.87538  0.574
H: 0.12987 -2.84884 -0.40513  0.325
H: 1.22902 -5.87681 -1.84409  0.511
H: 3.51610 -6.32126 -2.58945  0.437
H: 5.11292 -4.49928 -2.97641  0.476
H: 5.56667 -2.05060 -3.00835  0.536
H: 4.78033 0.20618 -2.66701  0.387
H: 2.49343 0.55377 -2.03189  0.280
H: 0.96327 -1.13581 -1.58908  0.657
Br: -4.15572 -0.43343 -0.94493  -0.063
C: -5.41715 -0.92486 -2.34262  -0.502
C: -6.84044 -0.78974 -1.87353  -0.685
Br: -7.34396 -2.23783 -0.67726  -0.162
H: -5.17428 -1.93890 -2.64293  0.400
H: -5.21465 -0.24698 -3.16887  0.217
H: -7.52445 -0.85284 -2.71647  0.421
H: -7.01140 0.13539 -1.33286  0.382
Br: -2.33607 0.26396 2.11038  -0.096
C: -2.85496 -1.56031 2.54547  -0.464
C: -3.70032 -1.61674 3.78899  -0.620
Br: -2.63386 -1.36956 5.39594  -0.150
H: -1.93864 -2.13379 2.64401  0.334
H: -3.42053 -1.91353 1.68464  0.234
H: -4.16072 -2.59674 3.88895  0.383
H: -4.46802 -0.85010 3.80062  0.374
Br: 0.42968 5.47524 3.69711  -0.142
C: 0.47952 3.62432 3.11023  0.042
C: 0.33601 3.50622 1.61849  -0.511
Br: -1.49304 3.80417 1.02814  -0.150
H: -0.30701 3.10190 3.64648  0.369
H: 1.45404 3.25255 3.41323  -0.226
H: 0.58738 2.49482 1.30394  0.188
H: 0.95290 4.22124 1.08341  0.430
Br: 4.61636 4.09711 1.34981  -0.140
C: 5.08754 4.32673 3.22590  -0.611
C: 5.40243 3.01437 3.89431  -0.542
Br: 3.78435 1.99694 4.24759  -0.170
H: 4.24983 4.83717 3.69075  0.343
H: 5.95915 4.97655 3.23045  0.378
H: 5.86129 3.18777 4.86478  0.364
H: 6.04793 2.38156 3.29460  0.363
Br: -1.91417 9.14278 5.33734  -0.134
C: -2.87912 7.88007 6.45806  -0.593
C: -2.54874 6.45603 6.10105  -0.482
Br: -3.41493 5.89889 4.45431  -0.104
H: -3.93480 8.10194 6.34288  0.372
H: -2.56902 8.09649 7.47771  0.351
H: -2.91379 5.77684 6.86822  0.354
H: -1.48362 6.30364 5.95626  0.228
Br: 4.04063 -1.81787 0.17606  0.309
C: 4.05563 -1.70183 2.12863  -0.634
C: 3.86976 -3.06298 2.74109  -0.669
Br: 2.02420 -3.65886 2.57658  -0.130
H: 3.27038 -1.00749 2.40969  0.354
H: 5.02090 -1.28006 2.39850  0.349
H: 4.08204 -3.03693 3.80715  0.412
H: 4.48407 -3.82070 2.26570  0.369

=====

4.
Formula: CH9NO3
Source: the OMol25 dataset
Level of theory: the ωB97M-V functional and the def2-TZVPD basis

Its energy above the lowest of the compared OMol25 structures with the same formula, charge and spin is 60.2 kcal per mole. The total charge is +1. The HOMO energy (spin up / spin down) comes out at -14.8 / -14.3 eV. The HOMO-LUMO gap (spin up / spin down) comes out at 11.1 / 3.3 eV. The calculation puts the largest force on an atom at 0.051 Eh/bohr. The spin multiplicity is 2.

Each line ends with the Löwdin spin population.
CARTESIAN COORDINATES (ANGSTROEM)
C: -0.37624 -1.88652 -2.26096  0.034
N: 0.64939 -1.18504 -2.01710  0.240
H: -1.24967 -1.98476 -1.64209  0.011
H: -0.47194 -2.46405 -3.17647  0.023
H: 1.30569 -1.35487 -2.79370  0.017
H: 1.80613 -0.86121 1.91698  -0.001
H: 1.56186 -2.26531 1.40186  -0.001
O: 1.17592 -1.64473 2.04903  0.021
H: -1.53681 1.72745 2.64359  -0.002
H: -0.33114 2.90786 2.81122  0.000
O: -1.20478 2.65177 2.44550  0.243
H: 0.19400 2.35140 -1.09227  0.001
H: -0.03208 0.72148 -1.13830  0.003
O: -0.41293 1.59752 -0.90020  0.410